[1]
Formula: C4H9NO2
Source: the Open Molecules 2025 dataset
Level of theory: ωB97M-V/def2-TZVPD

Energy above the lowest of the compared OMol25 structures with the same formula, charge and spin ... 260.0 kJ/mol
Multiplicity ... 1
Structure (SMILES) ... C[C@@H](CO)NC=O
HOMO ... -9.23 eV

Each line ends with the Mulliken charge.
Geometry (Å):
C: -1.16 1.37 -0.11  -1.6189
C: -0.12 0.21 0.17  0.4985
C: -0.80 -1.17 -0.01  -0.6853
O: -0.68 -1.94 1.17  -0.5018
N: 1.00 0.43 -0.74  -0.1994
C: 2.15 -0.09 -0.27  -0.1273
O: 2.16 -0.75 0.76  -0.5299
H: -0.80 2.36 0.20  0.3805
H: -2.12 1.20 0.39  0.3855
H: -1.44 1.48 -1.19  0.3602
H: 0.73 -0.17 1.11  0.4727
H: -1.86 -1.08 -0.29  0.3214
H: -0.29 -1.74 -0.80  0.2892
H: -0.82 -1.34 1.90  0.3198
H: 1.00 1.12 -1.47  0.2425
H: 3.06 0.12 -0.83  0.3924

---

[2]
Formula: C16H61F4NO19S2
Source: the Open Molecules 2025 dataset
Level of theory: ωB97M-V/def2-TZVPD

Multiplicity ... 1
HOMO ... -9.67 eV

Each line ends with the Mulliken charge.
Geometry (Å):
O: -0.67 0.96 -4.91  -0.4460
S: -0.73 -0.20 -4.11  0.9690
O: -1.24 -0.18 -2.79  -0.5533
F: -1.53 -1.28 -4.90  -0.0872
N: 0.75 -0.98 -4.07  -0.3762
S: 2.04 -0.24 -4.89  1.0394
O: 3.13 -1.16 -4.78  -0.6034
O: 2.20 1.09 -4.44  -0.5179
C: 1.57 -0.23 -6.72  0.6518
F: 2.34 -1.13 -7.33  -0.2246
F: 1.84 0.97 -7.19  -0.2008
F: 0.30 -0.56 -6.95  -0.1859
H: 1.03 -0.98 -3.09  0.3766
C: 4.08 2.69 -2.06  -0.5049
O: 3.29 2.68 -0.88  -0.3301
H: 4.71 1.81 -2.04  0.2034
H: 3.45 2.66 -2.95  0.0917
H: 4.72 3.58 -2.11  0.3262
H: 2.72 3.45 -0.89  0.2438
C: 3.55 3.53 2.31  -0.3115
O: 2.17 3.32 2.00  -0.5499
H: 3.65 4.51 2.77  0.2221
H: 3.90 2.76 3.01  0.1980
H: 4.15 3.49 1.40  0.1748
H: 2.11 2.47 1.56  0.3027
C: -0.11 0.57 3.32  0.1176
O: 0.50 1.71 3.92  -0.5386
H: -0.81 0.14 4.03  -0.0300
H: -0.66 0.86 2.41  0.2399
H: 0.64 -0.18 3.06  -0.0667
H: 1.12 2.08 3.29  0.3302
C: -2.19 -2.18 6.31  -0.5930
O: -2.07 -0.92 5.66  -0.5330
H: -2.68 -2.86 5.62  0.1708
H: -1.20 -2.59 6.56  0.3422
H: -2.80 -2.11 7.21  0.2709
H: -1.65 -0.31 6.27  0.2784
C: -1.77 1.97 -9.21  -0.5472
O: -1.18 2.13 -7.93  -0.4670
H: -2.28 2.90 -9.44  0.2542
H: -1.01 1.79 -9.98  0.1972
H: -2.49 1.15 -9.23  0.2783
H: -0.71 1.32 -7.70  0.2651
C: -0.51 4.05 -2.22  -0.6604
O: 0.48 3.08 -1.87  -0.3633
H: -0.66 4.68 -1.34  0.2493
H: -0.19 4.68 -3.05  0.2868
H: -1.46 3.58 -2.48  0.2626
H: 0.62 2.53 -2.64  0.2418
C: 7.03 -1.76 -5.59  -0.5111
O: 5.94 -2.47 -5.03  -0.4755
H: 7.94 -2.29 -5.32  0.2218
H: 6.97 -1.71 -6.68  0.2469
H: 7.10 -0.74 -5.20  0.2305
H: 5.13 -2.01 -5.26  0.3411
C: 1.40 -3.13 2.89  -0.4648
O: 0.69 -3.23 4.12  -0.4799
H: 2.09 -3.98 2.85  0.2522
H: 0.73 -3.19 2.03  0.2344
H: 1.99 -2.21 2.84  0.1515
H: 0.08 -2.48 4.17  0.2995
C: 3.34 7.56 4.81  -0.5489
O: 3.57 6.16 4.73  -0.4825
H: 4.31 8.04 4.85  0.2145
H: 2.81 7.93 3.93  0.2614
H: 2.78 7.82 5.70  0.2546
H: 2.72 5.72 4.69  0.2830
C: -5.65 -4.23 6.98  -0.6464
O: -5.21 -2.91 7.22  -0.3778
H: -4.77 -4.88 6.95  0.2628
H: -6.31 -4.57 7.79  0.2052
H: -6.18 -4.31 6.03  0.3060
H: -5.98 -2.33 7.26  0.3304
C: -7.67 0.39 7.12  -0.5477
O: -7.37 -0.98 6.90  -0.4997
H: -6.74 0.94 7.06  0.2324
H: -8.36 0.77 6.36  0.2344
H: -8.11 0.54 8.11  0.2630
H: -8.19 -1.49 6.94  0.2613
C: -5.29 -4.23 10.77  -0.3971
O: -6.65 -4.59 10.59  -0.5113
H: -5.28 -3.25 11.24  0.2034
H: -4.78 -4.94 11.43  0.2827
H: -4.76 -4.17 9.82  0.1294
H: -6.68 -5.46 10.18  0.2870
C: -3.71 -4.25 -6.10  -0.5357
O: -3.26 -2.99 -6.59  -0.4540
H: -4.20 -4.76 -6.93  0.2133
H: -2.88 -4.87 -5.76  0.2481
H: -4.43 -4.13 -5.29  0.2617
H: -2.82 -2.53 -5.88  0.3421
C: 0.17 -1.18 -11.20  -0.6114
O: -0.77 -1.28 -10.13  -0.4352
H: -0.40 -1.18 -12.13  0.2496
H: 0.75 -0.26 -11.14  0.2641
H: 0.85 -2.04 -11.20  0.2811
H: -0.28 -1.29 -9.31  0.2417
C: 6.49 0.74 1.61  -0.5139
O: 5.39 0.51 2.49  -0.4865
H: 6.12 0.62 0.60  0.1452
H: 6.88 1.76 1.72  0.2620
H: 7.30 0.03 1.78  0.3018
H: 5.71 0.62 3.39  0.2852